A structure of composition C4H5AuO6 in a non-equilibrium geometry. Source: OMol25; level of theory: ωB97M-V/def2-TZVPD.

XYZ file:
```
16
C4H5AuO6 | OMol25 | ωB97M-V/def2-TZVPD
O 1.037 2.116 -1.077
C 0.606 2.094 0.104
O 0.956 2.966 0.943
O -0.298 1.203 0.506
Au 1.773 3.658 -0.570
C -1.255 0.506 -0.951
C -0.831 -0.380 0.168
H -2.156 1.095 -0.749
H -0.613 0.452 -1.836
H -1.449 -0.547 1.051
O 0.308 -1.174 -0.101
C 0.542 -2.191 0.721
O -0.116 -2.502 1.682
O 1.595 -2.854 0.266
H 1.687 -3.686 0.747
H -1.785 -0.757 -0.904
```

The value obtained for the energy above the lowest of the compared OMol25 structures with the same formula, charge and spin is 31.2 kcal per mole. For the strongest force on any atom, the calculation gives 0.388 hartree/bohr. The net charge is +1. Its HOMO energy (spin up / spin down) is -10.32 / -14.82 eV. The energy is -741.8318 Ha. The calculation puts the HOMO-LUMO gap (spin up / spin down) at 0.1703 / 0.2408 Eh. The spin multiplicity is 4.